DFT (ωB97M-V/def2-TZVPD) results for C20H31N3P2PdS2 as an isolated structure.

## Properties
Total charge: +2
Gap between HOMO and LUMO (eV): 8.2
Maximum force (eV/A): 0.6
LUMO level (Ha): -0.2145
Energy relative to the best compared isomer or geometry (same formula, charge and spin) (kJ/mol): 7.01
HOMO energy (eV): -14.0

Each line ends with the natural charge from an NBO analysis.
CARTESIAN COORDINATES (ANGSTROEM)
Pd (-0.34, 0.04, 0.60)  0.450
C (-2.08, -2.93, 1.09)  -0.964
P (-1.23, -1.56, 1.92)  1.138
C (-2.45, -0.88, 3.07)  -0.962
C (0.08, -2.34, 2.94)  -0.733
C (1.09, -1.26, 3.33)  -0.737
P (1.51, -0.34, 1.81)  1.163
C (2.44, 1.11, 2.33)  -0.966
C (2.71, -1.36, 0.90)  -0.967
H (-2.54, -3.57, 1.84)  0.269
H (-1.38, -3.51, 0.51)  0.259
H (-2.86, -2.55, 0.44)  0.258
H (-2.76, -1.64, 3.78)  0.266
H (-3.33, -0.54, 2.53)  0.253
H (-2.03, -0.03, 3.62)  0.259
H (0.56, -3.10, 2.32)  0.250
H (-0.36, -2.84, 3.80)  0.273
H (1.98, -1.67, 3.79)  0.271
H (0.65, -0.55, 4.03)  0.252
H (3.35, 0.79, 2.85)  0.269
H (1.85, 1.73, 3.01)  0.259
H (2.74, 1.70, 1.46)  0.261
H (3.57, -1.60, 1.53)  0.262
H (3.05, -0.79, 0.03)  0.266
H (2.24, -2.27, 0.55)  0.252
C (-0.08, 3.43, 1.28)  -0.677
C (0.51, 2.96, -0.01)  0.070
N (0.51, 1.71, -0.43)  -0.529
C (1.06, 1.57, -1.69)  0.107
C (1.52, 2.74, -2.21)  -0.404
S (1.23, 4.03, -1.13)  0.572
C (1.06, 0.26, -2.34)  0.069
C (1.52, 0.00, -3.59)  -0.408
S (1.27, -1.65, -3.96)  0.541
C (0.57, -1.89, -2.42)  0.068
N (0.52, -0.82, -1.68)  -0.527
C (0.06, -3.23, -2.00)  -0.656
H (-0.26, 2.57, 1.93)  0.230
H (-1.03, 3.94, 1.10)  0.251
H (0.57, 4.14, 1.78)  0.265
H (1.99, 2.91, -3.16)  0.270
H (1.97, 0.67, -4.30)  0.263
H (0.27, -3.99, -2.75)  0.255
H (-1.02, -3.20, -1.85)  0.232
H (0.54, -3.55, -1.07)  0.226
N (-2.27, 0.89, -0.05)  -0.846
C (-2.38, 1.10, -1.49)  0.192
C (-2.33, 0.01, -2.34)  -0.271
C (-2.41, 0.21, -3.71)  -0.175
C (-2.51, 1.50, -4.22)  -0.200
C (-2.56, 2.58, -3.36)  -0.178
C (-2.51, 2.39, -1.99)  -0.276
H (-2.27, 1.79, 0.41)  0.399
H (-3.11, 0.40, 0.26)  0.401
H (-2.25, -0.99, -1.93)  0.211
H (-2.38, -0.64, -4.38)  0.231
H (-2.56, 1.65, -5.29)  0.239
H (-2.66, 3.59, -3.76)  0.238
H (-2.58, 3.23, -1.32)  0.216

=====

DFT (ωB97M-V/def2-TZVPD) results for one molecule with the formula C5H8IN3 at a distorted geometry.

## Properties
Gap between HOMO and LUMO (eV): 9.9
Maximum force (eV/A): 4.9
LUMO level (Ha): 0.0118
Energy relative to the best compared isomer or geometry (same formula, charge and spin) (kJ/mol): 125.74
SMILES: CC(C)(I)n1nccn1
HOMO energy (eV): -9.6

Each line ends with the natural charge from an NBO analysis.
CARTESIAN COORDINATES (ANGSTROEM)
C (-0.26, 1.80, 1.82)  -0.109
C (-1.61, 1.80, 1.31)  -0.102
C (0.70, 0.02, -1.75)  -0.694
C (0.98, -1.84, -0.05)  -0.707
C (0.07, -0.89, -0.76)  0.184
N (0.37, 0.77, 1.25)  -0.283
N (-1.75, 0.84, 0.44)  -0.244
N (-0.58, 0.27, 0.45)  -0.030
I (-1.79, -1.75, -1.56)  0.139
H (0.12, 2.21, 2.73)  0.215
H (-2.46, 2.35, 1.76)  0.214
H (0.02, 0.39, -2.44)  0.230
H (1.46, -0.55, -2.30)  0.222
H (1.14, 0.78, -1.22)  0.240
H (0.43, -2.70, 0.21)  0.232
H (1.39, -1.29, 0.76)  0.263
H (1.75, -2.23, -0.64)  0.229

=====

DFT (ωB97M-V/def2-TZVPD) results for C2H4F3NNaO5S2 as an isolated structure at a distorted geometry.

## Properties
Total charge: -1
Gap between HOMO and LUMO (eV): 6.8
Maximum force (eV/A): 4.3
LUMO level (Ha): 0.0907
HOMO energy (eV): -4.4

Each line ends with the natural charge from an NBO analysis.
CARTESIAN COORDINATES (ANGSTROEM)
N (0.12, 0.81, -0.81)  -1.240
S (1.80, 0.30, -0.57)  1.658
O (2.18, 1.78, -0.15)  -0.829
O (1.71, -0.66, 0.59)  -1.000
S (-1.11, -0.17, -0.82)  2.224
O (-0.73, -1.58, -0.65)  -1.019
O (-2.05, 0.19, -1.88)  -0.947
C (-2.07, 0.19, 0.74)  0.722
F (-1.30, 0.02, 1.81)  -0.316
F (-2.51, 1.45, 0.73)  -0.325
F (-3.11, -0.62, 0.82)  -0.316
Na (0.99, -2.99, 0.48)  0.964
O (1.54, -5.06, 0.68)  -1.398
H (2.31, -5.55, 0.96)  0.418
C (0.66, 2.70, -0.48)  -0.153
H (0.45, 2.68, 0.60)  0.222
H (0.50, 3.79, -0.46)  0.112
H (0.63, 2.72, -1.58)  0.223

=====

DFT (ωB97M-V/def2-TZVPD) results for a 8-piece molecular cluster, C13H42N4O8 overall at a distorted geometry.

## Properties
Gap between HOMO and LUMO (eV): 9.3
Maximum force (eV/A): 5.3
LUMO level (Ha): -0.0009
Energy relative to the best compared isomer or geometry (same formula, charge and spin) (kJ/mol): 0.00
SMILES: NC(N)=O.NC(N)=O.CCO.CCO.CCO.CCO.CCO.CO
HOMO energy (eV): -9.3

Each line ends with the natural charge from an NBO analysis.
CARTESIAN COORDINATES (ANGSTROEM)
C (10.15, -1.58, -2.61)  -0.270
O (11.07, -0.93, -3.45)  -0.763
H (10.38, -1.73, -1.56)  0.188
H (9.19, -1.06, -2.59)  0.177
H (9.87, -2.50, -3.11)  0.199
H (11.17, 0.02, -3.33)  0.495
C (14.56, -1.67, -10.37)  0.767
O (14.16, -2.72, -10.90)  -0.700
N (14.68, -0.52, -10.97)  -0.802
N (14.80, -1.51, -9.06)  -0.836
H (14.88, 0.21, -10.30)  0.376
H (14.38, -0.37, -11.92)  0.422
H (15.00, -0.56, -8.79)  0.371
H (15.08, -2.27, -8.45)  0.416
C (12.31, -5.45, -7.69)  0.749
O (12.74, -6.23, -6.80)  -0.698
N (11.65, -5.93, -8.70)  -0.822
N (12.66, -4.21, -7.86)  -0.837
H (11.27, -5.34, -9.43)  0.392
H (11.47, -6.90, -8.93)  0.405
H (12.22, -3.60, -8.54)  0.413
H (13.39, -3.88, -7.25)  0.391
C (13.92, -0.37, -5.98)  -0.663
C (12.79, -0.95, -6.84)  -0.069
O (11.52, -0.69, -6.24)  -0.762
H (14.05, -0.77, -4.98)  0.218
H (13.87, 0.71, -5.81)  0.212
H (14.94, -0.55, -6.31)  0.205
H (12.95, -2.02, -6.91)  0.166
H (12.84, -0.51, -7.84)  0.184
H (11.54, -0.93, -5.31)  0.503
C (10.30, 3.34, -6.45)  -0.638
C (9.55, 2.02, -6.77)  -0.062
O (10.23, 1.33, -7.78)  -0.744
H (10.26, 3.96, -7.35)  0.207
H (11.38, 3.27, -6.34)  0.205
H (9.95, 3.85, -5.55)  0.203
H (8.48, 2.07, -6.94)  0.175
H (9.57, 1.50, -5.81)  0.145
H (10.75, 0.66, -7.32)  0.496
C (13.43, -3.88, -2.06)  -0.635
C (14.04, -2.58, -2.28)  -0.064
O (13.27, -1.58, -1.71)  -0.728
H (12.57, -3.99, -2.72)  0.200
H (13.15, -4.09, -1.03)  0.217
H (14.17, -4.66, -2.25)  0.215
H (14.07, -2.27, -3.33)  0.145
H (15.05, -2.63, -1.88)  0.170
H (12.51, -1.60, -2.29)  0.469
C (16.85, 2.42, -3.92)  -0.638
C (17.88, 2.59, -5.05)  -0.061
O (19.23, 2.58, -4.50)  -0.743
H (15.85, 2.19, -4.28)  0.210
H (16.79, 3.22, -3.18)  0.220
H (17.08, 1.55, -3.30)  0.219
H (17.67, 3.48, -5.64)  0.160
H (17.95, 1.79, -5.79)  0.161
H (19.89, 2.95, -5.10)  0.472
C (9.88, -1.50, -9.83)  -0.622
C (10.88, -1.79, -10.95)  -0.067
O (11.32, -3.13, -10.74)  -0.775
H (10.30, -1.39, -8.83)  0.209
H (9.17, -2.33, -9.77)  0.205
H (9.29, -0.64, -10.14)  0.212
H (11.58, -0.96, -10.90)  0.160
H (10.39, -1.80, -11.92)  0.165
H (12.27, -3.21, -10.83)  0.508

=====

- Among the records above, which one has the lowest gap between HOMO and LUMO?
  C2H4F3NNaO5S2

=====

- Which value of maximum force does entry 2 give?
  4.9 eV/A

=====

Please write out number 3 again, unchanged.
DFT (ωB97M-V/def2-TZVPD) results for C2H4F3NNaO5S2 as an isolated structure at a distorted geometry.

## Properties
Total charge: -1
Gap between HOMO and LUMO (eV): 6.8
Maximum force (eV/A): 4.3
LUMO level (Ha): 0.0907
HOMO energy (eV): -4.4

Each line ends with the natural charge from an NBO analysis.
CARTESIAN COORDINATES (ANGSTROEM)
N (0.12, 0.81, -0.81)  -1.240
S (1.80, 0.30, -0.57)  1.658
O (2.18, 1.78, -0.15)  -0.829
O (1.71, -0.66, 0.59)  -1.000
S (-1.11, -0.17, -0.82)  2.224
O (-0.73, -1.58, -0.65)  -1.019
O (-2.05, 0.19, -1.88)  -0.947
C (-2.07, 0.19, 0.74)  0.722
F (-1.30, 0.02, 1.81)  -0.316
F (-2.51, 1.45, 0.73)  -0.325
F (-3.11, -0.62, 0.82)  -0.316
Na (0.99, -2.99, 0.48)  0.964
O (1.54, -5.06, 0.68)  -1.398
H (2.31, -5.55, 0.96)  0.418
C (0.66, 2.70, -0.48)  -0.153
H (0.45, 2.68, 0.60)  0.222
H (0.50, 3.79, -0.46)  0.112
H (0.63, 2.72, -1.58)  0.223